[1]
{
  "formula": "C5H8O",
  "method": "ωB97M-V with the def2-TZVPD basis set",
  "species": ["C", "C", "C", "O", "C", "C", "H", "H", "H", "H", "H", "H", "H", "H"],
  "coordinates": [[-1.03545, 0.28819, -1.03943], [-0.42851, -0.87051, -0.29730], [1.07804, -0.96601, -0.14082], [1.53125, 0.35695, 0.07633], [0.53499, 1.03325, 0.82826], [-0.78519, 0.39626, 0.43461], [-0.42993, 0.87260, -1.72874], [-2.08106, 0.19978, -1.32601], [-0.99394, -1.79043, -0.18104], [1.65104, -1.37182, -0.97979], [1.26024, -1.59838, 0.74547], [0.60525, 2.09449, 0.56709], [0.70940, 0.92202, 1.91011], [-1.61614, 0.43361, 1.13127]],
  "fmax_ev_per_a": 0.3,
  "e_lumo_ev": 1.1365,
  "smiles": "C1OC[C@H]2C[C@@H]12",
  "de_lowest_ev": 1.315,
  "total_charge": 0,
  "homo_energy_ev": -9.69
}

***

[2]
{
  "formula": "C6H12N2",
  "method": "ωB97M-V with the def2-TZVPD basis set",
  "species": ["C", "C", "C", "C", "N", "N", "H", "H", "H", "H", "H", "H", "C", "C", "H", "H", "H", "H", "H", "H"],
  "coordinates": [[-0.42951, 0.64182, 1.78197], [-0.24496, 2.26436, -1.49495], [-0.57818, 0.84597, 0.25775], [-1.79433, 0.98672, -0.48928], [0.24090, 1.69205, -0.31529], [-1.54799, 1.86956, -1.66419], [0.30732, 3.07119, -1.91684], [-2.04792, 1.95704, -2.55457], [-2.74356, 0.45865, -0.28962], [-0.48409, -0.46749, 2.11081], [-1.27902, 1.31486, 2.24852], [0.59658, 1.10530, 2.15838], [1.34225, -3.09726, 1.18195], [2.31269, -3.59195, 0.13820], [1.29778, -2.02197, 1.35735], [0.35458, -3.74002, 1.05114], [1.77098, -3.59765, 2.13217], [2.14400, -2.94426, -0.72854], [3.44985, -3.65889, 0.36670], [2.13538, -4.70595, -0.33303]],
  "fmax_ev_per_a": 5.6,
  "e_lumo_ev": 0.9251,
  "smiles": "Cc1c[nH]cn1.CC",
  "de_lowest_ev": 2.809,
  "total_charge": 0,
  "homo_energy_ev": -8.32
}